#1
Density functional theory data (ωB97M-V with the def2-TZVPD basis set) for a single C6H7N molecule.

Its structure (SMILES) is C[C@@]12[C@@H]3[C@H]4[C@@H]3N1[C@H]42. The value obtained for the HOMO-LUMO gap is 9.68 eV. As for the spin multiplicity: 1. Its charge is 0.

CARTESIAN COORDINATES (ANGSTROEM)
N1 -0.203 -0.905 0.989
C1 -0.387 0.577 1.055
C2 -1.361 -0.947 0.009
C3 1.988 0.060 -0.180
C4 0.511 -0.005 0.032
C5 -0.656 -0.069 -0.975
C6 -1.575 0.532 0.081
H1 -0.706 -0.031 -2.055
H2 -0.179 1.157 1.949
H3 -2.064 -1.759 -0.143
H4 2.502 0.428 0.713
H5 2.402 -0.919 -0.444
H6 -2.473 1.126 -0.031
H7 2.201 0.754 -1.001

Atomic partial charges in e from the natural (NBO) method, atoms 1 to 4:
1. N -0.372
2. C -0.093
3. C -0.064
4. C -0.626

#2
Density functional theory data (ωB97M-V with the def2-TZVPD basis set) for a molecular structure, C6H7N.

The value obtained for the HOMO-LUMO gap is 8.69 eV. As for the spin multiplicity: 1. Its charge is 0.

CARTESIAN COORDINATES (ANGSTROEM)
N1 0.782 0.153 0.585
C1 0.024 -1.576 -0.496
C2 -1.343 -0.381 0.177
C3 -0.199 -0.910 0.878
C4 -0.734 -0.389 -1.139
C5 0.714 -0.278 -0.837
C6 0.170 1.664 0.815
H1 -0.710 2.087 0.287
H2 -0.243 -1.358 1.868
H3 1.512 -0.078 -1.547
H4 -1.185 -0.366 -2.122
H5 0.148 -2.590 -0.856
H6 0.026 1.794 1.891
H7 1.038 2.230 0.495

Atomic partial charges in e from the natural (NBO) method, atoms 1 to 4:
1. N -0.378
2. C -0.181
3. C 0.058
4. C -0.182

Which structure loses on stability? #2 does.

#1
Density functional theory data (ωB97M-V with the def2-TZVPD basis set) for a single C6H7N molecule.

Its structure (SMILES) is N#CC1CC=CC1. The value obtained for the HOMO-LUMO gap is 10.52 eV. As for the spin multiplicity: 1. Its charge is 0.

CARTESIAN COORDINATES (ANGSTROEM)
N1 -0.529 2.872 -0.921
C1 -0.460 1.977 -0.200
C2 -0.348 -1.492 -0.156
C3 1.178 0.234 0.072
C4 -0.193 0.763 0.488
C5 -1.214 -0.309 0.100
C6 0.910 -1.160 -0.353
H1 -0.218 0.998 1.548
H2 -1.786 -0.072 -0.808
H3 -0.679 -2.508 -0.209
H4 1.883 0.295 0.902
H5 1.638 0.676 -0.801
H6 -1.920 -0.462 0.903
H7 1.738 -1.813 -0.564

Atomic partial charges in e from the natural (NBO) method, atoms 1 to 4:
1. N -0.332
2. C 0.299
3. C -0.190
4. C -0.420

#2
Density functional theory data (ωB97M-V with the def2-TZVPD basis set) for a molecular structure, C6H7N.

The value obtained for the HOMO-LUMO gap is 9.90 eV. As for the spin multiplicity: 1. Its charge is 0.

CARTESIAN COORDINATES (ANGSTROEM)
N1 -3.089 0.126 -0.746
C1 0.965 0.254 1.323
C2 -0.780 -0.749 0.160
C3 -2.071 -0.249 -0.360
C4 -0.314 -0.125 1.456
C5 0.427 -0.608 -0.736
C6 1.426 -0.050 -0.037
H1 -0.885 -0.213 2.370
H2 -0.900 -1.826 0.333
H3 0.531 1.705 -2.221
H4 1.607 0.656 2.102
H5 2.431 0.167 -0.386
H6 0.443 -1.022 -1.736
H7 0.210 1.934 -1.522

Atomic partial charges in e from the natural (NBO) method, atoms 1 to 4:
1. N -0.316
2. C -0.215
3. C -0.415
4. C 0.302

Which structure loses on stability? #2 does.

#1
Density functional theory data (ωB97M-V with the def2-TZVPD basis set) for a single C6H7N molecule.

Its structure (SMILES) is [H]/N=C1\[C@@]2(C)[C@@H]3C[C@@]132. The value obtained for the HOMO-LUMO gap is 8.24 eV. As for the spin multiplicity: 1. Its charge is 0.

CARTESIAN COORDINATES (ANGSTROEM)
N1 -2.535 -0.513 -0.113
C1 -0.379 0.718 0.782
C2 1.021 -1.464 0.269
C3 0.446 1.885 0.323
C4 0.069 -0.423 -0.075
C5 0.432 0.864 -0.862
C6 -1.391 -0.072 0.103
H1 1.465 1.950 0.915
H2 1.952 -1.125 0.190
H3 0.711 -1.928 1.185
H4 0.108 2.895 -0.037
H5 1.076 -2.391 -0.296
H6 -2.675 -1.374 -0.636
H7 -0.298 0.979 -1.747

Atomic partial charges in e from the natural (NBO) method, atoms 1 to 4:
1. N -0.673
2. C -0.021
3. C -0.626
4. C -0.410

#2
Density functional theory data (ωB97M-V with the def2-TZVPD basis set) for a single C6H7N molecule.

Its structure (SMILES) is C#C/N=C1/C[C@@H]1C. The value obtained for the HOMO-LUMO gap is 9.50 eV. As for the spin multiplicity: 1. Its charge is 0.

CARTESIAN COORDINATES (ANGSTROEM)
N1 0.130 -1.863 -0.137
C1 0.480 0.701 0.342
C2 -0.698 1.649 0.346
C3 0.914 -0.068 1.590
C4 0.404 -0.717 0.410
C5 -0.165 -1.934 -1.473
C6 -0.490 -2.130 -2.628
H1 -1.340 1.693 1.335
H2 0.277 -0.237 2.521
H3 1.884 -0.178 1.801
H4 -0.463 2.688 0.093
H5 -0.755 -2.010 -3.603
H6 -1.514 1.308 -0.443
H7 1.337 1.097 -0.152

Atomic partial charges in e from the natural (NBO) method, atoms 1 to 4:
1. N -0.438
2. C -0.302
3. C -0.617
4. C -0.456

Which structure loses on stability? #1 does.

#1
Density functional theory data (ωB97M-V with the def2-TZVPD basis set) for 2 unconnected molecules or ions with the total composition C6H7N.

The value obtained for the HOMO-LUMO gap (alpha / beta) is 7.84 / 7.85 eV. As for the spin multiplicity: 1. Its charge is 0.

CARTESIAN COORDINATES (ANGSTROEM)
N1 -2.373 0.607 -0.870
C1 1.216 1.125 0.010
C2 -0.883 0.351 1.262
C3 0.022 0.364 0.061
C4 0.561 -1.910 -0.335
C5 -1.362 0.542 -0.138
C6 2.297 1.550 -0.350
H1 -2.080 0.654 -1.870
H2 -1.085 -0.548 1.682
H3 3.032 2.288 -0.263
H4 -0.840 1.068 2.035
H5 1.398 -1.935 -1.056
H6 -0.356 -1.980 -0.936
H7 0.453 -2.175 0.768

Atomic partial charges in e from the natural (NBO) method, atoms 1 to 4:
1. N -0.575
2. C -0.032
3. C -0.481
4. C -0.127

#2
Density functional theory data (ωB97M-V with the def2-TZVPD basis set) for a single C6H7N molecule.

The value obtained for the HOMO-LUMO gap (alpha / beta) is 6.31 / 7.73 eV. As for the spin multiplicity: 1. Its charge is 0.

CARTESIAN COORDINATES (ANGSTROEM)
N1 -0.412 -0.075 -0.794
C1 -1.297 -0.554 -0.178
C2 1.899 -0.375 0.820
C3 -2.631 -0.247 0.347
C4 1.402 -1.241 -0.018
C5 1.758 0.838 -0.105
C6 0.931 -0.084 -0.971
H1 2.629 1.116 -0.735
H2 2.222 -0.368 1.828
H3 -3.312 -1.049 0.043
H4 1.314 1.703 0.422
H5 -3.057 0.727 0.052
H6 1.036 -0.177 -2.062
H7 -2.483 -0.215 1.351

Atomic partial charges in e from the natural (NBO) method, atoms 1 to 4:
1. N -0.275
2. C 0.426
3. C -0.371
4. C -0.707

#3
Density functional theory data (ωB97M-V with the def2-TZVPD basis set) for a single C6H7N molecule.

Its structure (SMILES) is Nc1ccccc1. The value obtained for the HOMO-LUMO gap is 9.41 eV. As for the spin multiplicity: 1. Its charge is 0.

CARTESIAN COORDINATES (ANGSTROEM)
N1 -0.162 2.305 -0.169
C1 -0.133 0.233 1.182
C2 0.035 -1.891 0.060
C3 0.155 0.166 -1.199
C4 -0.104 -1.153 1.220
C5 -0.006 0.912 -0.020
C6 0.195 -1.208 -1.151
H1 0.162 0.714 -2.131
H2 -0.196 -1.695 2.156
H3 -0.331 0.795 2.069
H4 0.648 2.743 -0.579
H5 -0.081 -2.956 0.000
H6 -0.524 2.825 0.613
H7 0.343 -1.789 -2.050

Atomic partial charges in e from the natural (NBO) method, atoms 1 to 4:
1. N -0.828
2. C -0.269
3. C -0.246
4. C -0.252

Which structure loses on stability? #1 does.

#1
Density functional theory data (ωB97M-V with the def2-TZVPD basis set) for 2 unconnected molecules or ions with the total composition C2HN2O3.

The value obtained for the HOMO-LUMO gap is 5.35 eV. As for the spin multiplicity: 1. Its charge is -1.

CARTESIAN COORDINATES (ANGSTROEM)
O1 1.742 -3.014 -0.360
O2 -1.024 2.306 -0.208
O3 -2.567 0.666 0.131
N1 0.508 0.306 0.621
N2 0.867 -0.877 0.149
C1 1.373 -1.843 -0.232
C2 -1.849 1.505 0.007
H1 0.950 0.951 -0.106

Atomic partial charges in e from the natural (NBO) method, atoms 1 to 4:
1. O -0.751
2. O -0.556
3. O -0.512
4. N -0.875

#2
Density functional theory data (ωB97M-V with the def2-TZVPD basis set) for a molecular structure, C2HN2O3.

The value obtained for the HOMO-LUMO gap is 8.64 eV. As for the spin multiplicity: 1. Its charge is -1.

CARTESIAN COORDINATES (ANGSTROEM)
O1 -1.503 2.324 -0.557
O2 -0.057 1.488 0.955
O3 0.093 -0.848 -0.337
N1 -3.148 -0.828 0.640
N2 -1.149 -0.214 -0.563
C1 -0.820 1.557 0.024
C2 -2.113 -0.599 0.184
H1 0.731 -0.309 0.386

Atomic partial charges in e from the natural (NBO) method, atoms 1 to 4:
1. O -0.636
2. O -0.701
3. O -0.615
4. N -0.500

Which structure loses on stability? #1 does.

#1
Density functional theory data (ωB97M-V with the def2-TZVPD basis set) for a single C10H11N3O2 molecule.

Its structure (SMILES) is O=[N+]([O-])[C@]12CCN[C@H]1Nc1ccccc12. The value obtained for the HOMO-LUMO gap is 8.44 eV. As for the spin multiplicity: 1. Its charge is 0.

CARTESIAN COORDINATES (ANGSTROEM)
O1 -1.972 1.841 1.348
O2 -1.892 2.340 -0.804
N1 0.310 -1.010 1.447
N2 -1.815 -1.930 0.549
N3 -1.655 1.581 0.173
C1 -1.119 -0.692 1.133
C2 0.730 0.679 -0.069
C3 3.382 0.731 0.160
C4 1.288 -0.144 0.890
C5 2.658 -0.019 1.100
C6 -1.657 -1.812 -0.905
C7 -1.047 0.238 -0.064
C8 -1.816 -0.408 -1.230
C9 1.450 1.519 -0.949
C10 2.813 1.495 -0.855
H1 -0.677 -2.225 -1.147
H2 -2.864 -2.003 0.769
H3 4.464 0.715 0.195
H4 -2.522 -2.279 -1.286
H5 3.382 2.130 -1.454
H6 -2.830 -0.033 -1.160
H7 3.172 -0.730 1.698
H8 -1.378 -0.041 -2.193
H9 -1.645 -0.375 2.009
H10 0.372 -1.747 2.172
H11 0.866 2.182 -1.526

Atomic partial charges in e from the natural (NBO) method, atoms 1 to 4:
1. O -0.379
2. O -0.397
3. N -0.626
4. N -0.622

#2
Density functional theory data (ωB97M-V with the def2-TZVPD basis set) for 2 unconnected molecules or ions with the total composition C10H11N3O2.

The value obtained for the HOMO-LUMO gap (alpha / beta) is 7.62 / 4.75 eV. As for the spin multiplicity: 1. Its charge is 0.

CARTESIAN COORDINATES (ANGSTROEM)
O1 0.620 1.712 2.926
O2 -1.500 1.753 2.605
N1 -1.323 -0.941 0.580
N2 -1.985 0.219 -1.631
N3 -0.359 1.555 2.245
C1 -0.121 0.728 -0.512
C2 0.594 -2.280 1.323
C3 1.922 -2.327 1.378
C4 -1.467 1.370 -2.320
C5 2.712 -1.304 0.747
C6 0.732 -0.201 -0.029
C7 -0.137 1.795 -1.631
C8 -1.519 0.345 -0.202
C9 0.018 -1.221 0.665
C10 2.152 -0.342 -0.033
H1 -2.254 2.275 -2.363
H2 2.671 0.415 -0.621
H3 -0.431 2.779 -1.161
H4 -2.150 0.937 0.451
H5 -1.781 -0.660 -2.034
H6 0.779 1.681 -2.233
H7 0.008 -3.166 1.662
H8 2.501 -3.194 1.866
H9 -1.317 1.002 -3.274
H10 -2.154 -1.464 0.917
H11 3.788 -1.464 0.680

Atomic partial charges in e from the natural (NBO) method, atoms 1 to 4:
1. O -0.372
2. O -0.411
3. N -0.563
4. N -0.621

Which structure loses on stability? #2 does.